Record 1
The following is a quantum chemistry calculation of a 9-piece molecular cluster, C26H41NO30S6 overall at a distorted geometry, from OMol25.

The calculation puts the energy relative to the best compared isomer or geometry (same formula, charge and spin) at 4.934 eV. The total energy comes out at -5715.96966 hartree. The HOMO energy comes out at -10.06 eV. Its SMILES is O=[N+]([O-])c1ccccc1.O=S1(=O)OCCO1.O=S1(=O)OCCO1.O=S1(=O)OCCO1.O=S1(=O)OCCO1.O=S1(=O)OCCO1.O=S1(=O)OCCO1.O=C1CCCO1.O=C1CCCO1.

Atoms and positions in Å:
O (41.621, -20.754, -13.089)
N (41.760, -20.873, -14.308)
O (41.863, -21.973, -14.803)
C (41.909, -19.659, -15.113)
C (42.709, -19.785, -16.247)
C (42.772, -18.795, -17.155)
C (42.091, -17.635, -16.971)
C (41.377, -17.396, -15.831)
C (41.199, -18.422, -14.907)
H (43.243, -20.678, -16.536)
H (43.345, -19.017, -18.043)
H (42.298, -16.854, -17.688)
H (40.743, -16.536, -15.672)
H (40.429, -18.343, -14.154)
O (29.420, -27.143, -17.448)
S (30.801, -27.036, -17.066)
O (31.414, -25.735, -16.922)
O (31.132, -27.953, -15.748)
C (32.033, -29.024, -16.024)
C (32.751, -28.638, -17.253)
O (31.714, -28.007, -18.000)
H (32.710, -29.211, -15.191)
H (31.498, -29.956, -16.208)
H (33.121, -29.482, -17.835)
H (33.504, -27.912, -16.946)
O (35.514, -28.066, -9.995)
S (36.484, -27.289, -10.746)
O (37.857, -27.795, -10.855)
O (35.863, -26.880, -12.315)
C (35.805, -25.466, -12.421)
C (36.724, -24.816, -11.491)
O (36.465, -25.644, -10.345)
H (36.080, -25.242, -13.452)
H (34.758, -25.164, -12.384)
H (36.410, -23.792, -11.289)
H (37.752, -24.780, -11.850)
O (29.369, -17.449, -21.305)
S (28.388, -16.531, -20.627)
O (27.586, -17.027, -19.497)
O (29.023, -15.058, -20.364)
C (28.006, -14.100, -20.473)
C (27.200, -14.552, -21.734)
O (27.401, -15.941, -21.820)
H (27.370, -14.171, -19.591)
H (28.474, -13.119, -20.560)
H (27.643, -14.221, -22.673)
H (26.178, -14.178, -21.795)
O (25.166, -12.887, -11.960)
S (25.996, -14.092, -11.955)
O (25.506, -15.308, -11.321)
O (26.641, -14.283, -13.499)
C (27.731, -13.406, -13.670)
C (28.425, -13.329, -12.344)
O (27.511, -13.686, -11.371)
H (28.241, -13.747, -14.572)
H (27.373, -12.415, -13.949)
H (28.918, -12.450, -11.928)
H (29.155, -14.132, -12.239)
O (32.406, -10.003, -16.632)
S (33.278, -9.556, -15.517)
O (33.595, -10.546, -14.526)
O (34.638, -8.641, -15.865)
C (34.804, -7.662, -14.895)
C (33.390, -7.125, -14.702)
O (32.526, -8.281, -14.740)
H (35.353, -8.207, -14.126)
H (35.408, -6.893, -15.377)
H (33.193, -6.538, -15.599)
H (33.414, -6.639, -13.726)
O (33.359, -18.270, -9.417)
S (31.955, -18.585, -9.066)
O (31.121, -19.142, -10.128)
O (31.876, -19.489, -7.650)
C (31.432, -18.758, -6.524)
C (31.440, -17.275, -6.939)
O (31.179, -17.341, -8.304)
H (30.453, -19.157, -6.261)
H (32.154, -18.903, -5.720)
H (32.451, -16.895, -6.794)
H (30.756, -16.528, -6.537)
O (36.214, -17.197, -27.519)
C (35.685, -16.974, -26.409)
C (36.070, -17.491, -25.022)
C (35.099, -16.797, -24.126)
C (33.989, -16.332, -25.059)
O (34.619, -16.185, -26.310)
H (36.042, -18.573, -25.149)
H (37.073, -17.096, -24.858)
H (34.830, -17.416, -23.270)
H (35.642, -15.993, -23.628)
H (33.207, -17.089, -25.110)
H (33.541, -15.496, -24.521)
O (35.353, -20.079, -15.987)
C (34.662, -19.165, -16.252)
C (33.240, -19.082, -16.705)
C (32.986, -17.584, -16.720)
C (34.112, -17.004, -15.844)
O (35.132, -17.937, -16.023)
H (33.100, -19.588, -17.660)
H (32.675, -19.616, -15.941)
H (33.170, -17.203, -17.725)
H (32.018, -17.207, -16.393)
H (34.468, -16.042, -16.214)
H (33.794, -16.825, -14.817)

=====

Record 2
The following is a quantum chemistry calculation of C26H42BBiN10S as an isolated structure at a distorted geometry, from OMol25.

The total energy comes out at -2200.71696 hartree. The HOMO energy comes out at -13.77 eV. The charge is +2.

Atoms and positions in Å:
Bi (11.417, 10.096, 9.302)
C (13.570, 11.539, 12.918)
C (12.303, 10.642, 12.935)
C (11.866, 10.557, 14.391)
C (12.444, 9.321, 12.316)
C (12.864, 8.127, 13.006)
C (12.904, 7.166, 12.015)
N (12.615, 7.713, 10.819)
N (12.350, 9.025, 11.004)
B (12.313, 6.894, 9.590)
N (12.996, 7.633, 8.360)
C (13.977, 7.285, 7.562)
C (14.202, 8.219, 6.591)
C (13.318, 9.271, 6.875)
N (12.525, 8.886, 7.891)
C (13.058, 10.546, 6.053)
C (11.758, 11.295, 6.505)
C (14.352, 11.400, 5.988)
N (10.775, 6.889, 9.390)
C (9.905, 5.859, 9.244)
C (8.672, 6.421, 8.916)
C (8.905, 7.812, 8.955)
N (10.152, 8.114, 9.233)
C (7.825, 8.814, 8.757)
C (8.271, 10.141, 8.066)
C (7.157, 9.109, 10.202)
H (13.184, 12.552, 13.005)
H (14.015, 11.547, 11.949)
H (14.323, 11.357, 13.669)
H (11.517, 11.157, 12.334)
H (12.648, 9.977, 14.908)
H (10.900, 10.076, 14.584)
H (11.751, 11.613, 14.699)
H (13.062, 7.994, 14.034)
H (13.210, 6.109, 12.219)
H (12.662, 5.758, 9.703)
H (14.466, 6.253, 7.712)
H (14.966, 8.160, 5.785)
H (12.808, 10.163, 5.053)
H (11.867, 11.859, 7.364)
H (10.907, 10.615, 6.623)
H (11.376, 11.964, 5.782)
H (14.436, 12.056, 6.895)
H (14.265, 12.072, 5.101)
H (15.242, 10.856, 5.824)
H (10.337, 4.871, 9.199)
H (7.747, 5.884, 8.882)
H (7.000, 8.329, 8.192)
H (8.949, 10.646, 8.736)
H (7.437, 10.771, 7.977)
H (8.793, 9.882, 7.127)
H (7.970, 9.531, 10.796)
H (6.755, 8.219, 10.668)
H (6.390, 9.887, 10.025)
C (9.130, 13.222, 14.741)
N (9.524, 12.761, 13.405)
C (9.382, 13.376, 12.215)
S (9.773, 12.613, 10.646)
N (9.041, 14.663, 12.157)
C (9.070, 15.824, 13.126)
H (8.841, 12.294, 15.296)
H (8.317, 13.915, 14.739)
H (9.936, 13.675, 15.278)
H (9.858, 11.839, 13.319)
H (8.875, 14.855, 11.161)
H (9.700, 15.556, 13.926)
H (8.054, 16.053, 13.386)
H (9.428, 16.629, 12.595)
N (13.235, 13.365, 9.784)
C (14.238, 12.442, 9.670)
C (15.568, 12.862, 9.572)
C (16.587, 11.976, 9.497)
C (16.237, 10.622, 9.341)
C (14.928, 10.294, 9.358)
N (13.891, 11.185, 9.514)
H (13.586, 14.234, 10.211)
H (12.290, 13.100, 10.090)
H (15.730, 13.979, 9.773)
H (17.630, 12.169, 9.552)
H (17.008, 9.919, 9.245)
H (14.609, 9.250, 9.339)

=====

Record 3
The following is a quantum chemistry calculation of a 3-piece molecular cluster, C26H42BrF3O9 overall at a distorted geometry, from OMol25.

The total energy comes out at -4566.38196 hartree. The HOMO energy comes out at -9.06 eV. Its SMILES is COCCCCCCC1=C(C[C@@H](O)C(F)(F)F)C(=O)C=C(CC(=O)Br)C1=O.COCCOC.COCCOC.

Atoms and positions in Å:
C (3.181, 0.678, 1.448)
O (2.974, -0.712, 1.757)
C (3.796, -1.569, 0.891)
C (3.335, -1.289, -0.613)
C (3.616, -2.503, -1.627)
C (2.474, -2.617, -2.779)
C (1.201, -3.329, -2.100)
C (-0.188, -2.551, -2.313)
C (-0.479, -1.590, -1.081)
C (-0.810, -2.028, 0.236)
C (-0.947, -3.588, 0.494)
C (-1.530, -3.989, 1.932)
O (-2.859, -4.564, 1.819)
C (-0.483, -5.036, 2.588)
F (0.827, -4.477, 2.654)
F (-0.463, -6.275, 1.880)
F (-0.863, -5.244, 3.938)
C (-1.011, -0.879, 1.307)
O (-0.580, -0.878, 2.474)
C (-1.809, 0.421, 0.787)
C (-1.504, 0.850, -0.536)
C (-2.263, 2.100, -1.189)
C (-3.763, 2.192, -0.625)
O (-4.085, 3.249, -0.059)
Br (-5.125, 0.771, -0.783)
C (-0.397, 0.000, -1.338)
O (0.468, 0.509, -2.074)
H (2.513, 1.062, 0.589)
H (2.935, 1.364, 2.341)
H (4.264, 0.917, 1.167)
H (4.898, -1.301, 1.072)
H (3.563, -2.642, 1.233)
H (2.194, -1.123, -0.597)
H (3.778, -0.330, -1.057)
H (4.666, -2.495, -2.065)
H (3.532, -3.491, -1.037)
H (2.246, -1.621, -3.275)
H (2.895, -3.370, -3.536)
H (1.402, -3.345, -0.975)
H (1.069, -4.381, -2.542)
H (-0.062, -1.865, -3.231)
H (-1.077, -3.228, -2.523)
H (-1.705, -3.977, -0.283)
H (0.001, -4.192, 0.328)
H (-1.628, -3.133, 2.669)
H (-2.839, -5.300, 1.172)
H (-2.592, 0.930, 1.428)
H (-1.714, 3.041, -0.861)
H (-2.355, 1.990, -2.323)
C (-4.244, 3.598, -7.713)
O (-3.364, 2.485, -7.636)
C (-2.225, 2.747, -6.821)
C (-2.386, 2.144, -5.429)
O (-3.444, 2.773, -4.708)
C (-4.641, 2.005, -4.722)
H (-5.198, 3.250, -8.112)
H (-4.423, 4.051, -6.734)
H (-3.832, 4.348, -8.395)
H (-2.027, 3.823, -6.763)
H (-1.367, 2.275, -7.309)
H (-1.465, 2.321, -4.863)
H (-2.543, 1.062, -5.485)
H (-4.550, 1.170, -4.017)
H (-4.873, 1.620, -5.718)
H (-5.462, 2.647, -4.400)
C (3.423, 1.823, 8.059)
O (2.296, 2.678, 7.923)
C (2.473, 3.653, 6.899)
C (1.758, 3.250, 5.615)
O (2.337, 2.080, 5.042)
C (1.588, 0.906, 5.333)
H (3.122, 0.956, 8.650)
H (3.793, 1.472, 7.092)
H (4.223, 2.349, 8.590)
H (3.538, 3.835, 6.716)
H (2.034, 4.586, 7.267)
H (1.874, 4.055, 4.882)
H (0.687, 3.108, 5.790)
H (0.696, 0.871, 4.697)
H (1.292, 0.856, 6.384)
H (2.212, 0.040, 5.107)

=====

Record 4
The following is a quantum chemistry calculation of a 4-piece molecular cluster, C26H42BrFNO13PS3 overall at a distorted geometry, from OMol25.

The total energy comes out at -6258.52900 hartree. The HOMO energy comes out at -7.97 eV. Its SMILES is CCNc1cc2c(c(CCF)c1P(C)O)C(=O)C=C(CC(=O)Br)C2=O.CCOS(C)(=O)=O.CCOS(C)(=O)=O.CCOS(C)(=O)=O.

Atoms and positions in Å:
C (5.223, 0.551, 4.326)
C (5.081, -0.490, 3.202)
N (5.727, -0.096, 1.948)
C (4.885, 0.560, 1.018)
C (3.611, 0.149, 0.700)
C (2.817, 0.753, -0.208)
C (3.319, 1.859, -0.900)
C (4.593, 2.331, -0.607)
C (5.092, 3.533, -1.379)
C (5.761, 3.088, -2.703)
F (6.741, 4.005, -3.048)
C (5.381, 1.681, 0.350)
P (7.102, 2.240, 0.808)
C (8.165, 2.197, -0.715)
O (6.920, 3.837, 1.261)
C (2.413, 2.461, -1.930)
O (2.758, 3.069, -2.924)
C (0.931, 2.252, -1.743)
C (0.446, 1.219, -1.073)
C (-1.058, 1.095, -0.912)
C (-1.574, -0.348, -0.937)
O (-1.300, -1.116, -1.809)
Br (-2.711, -0.851, 0.586)
C (1.416, 0.247, -0.475)
O (1.114, -0.889, -0.173)
H (5.279, -0.008, 5.271)
H (4.366, 1.222, 4.425)
H (6.159, 1.112, 4.271)
H (4.023, -0.764, 3.111)
H (5.593, -1.396, 3.545)
H (6.250, -0.850, 1.528)
H (3.218, -0.726, 1.215)
H (5.845, 4.124, -0.852)
H (4.296, 4.222, -1.667)
H (6.165, 2.076, -2.582)
H (5.028, 3.044, -3.506)
H (8.226, 1.169, -1.082)
H (7.893, 2.919, -1.489)
H (9.160, 2.489, -0.362)
H (6.049, 4.193, 1.051)
H (0.291, 3.005, -2.196)
H (-1.408, 1.647, -0.035)
H (-1.518, 1.586, -1.777)
C (3.641, 2.001, -5.941)
C (3.747, 2.809, -7.219)
O (5.021, 2.644, -7.873)
S (5.316, 1.261, -8.607)
C (6.798, 1.752, -9.423)
O (4.293, 1.026, -9.579)
O (5.644, 0.272, -7.628)
H (3.671, 0.931, -6.144)
H (2.704, 2.218, -5.428)
H (4.471, 2.228, -5.276)
H (2.939, 2.563, -7.910)
H (3.660, 3.869, -6.986)
H (6.566, 2.527, -10.148)
H (7.195, 0.872, -9.925)
H (7.507, 2.108, -8.680)
C (-5.988, -3.984, 5.711)
C (-4.688, -4.298, 4.995)
O (-4.869, -4.470, 3.573)
S (-5.156, -3.177, 2.693)
C (-4.987, -3.930, 1.111)
O (-4.095, -2.238, 2.885)
O (-6.524, -2.788, 2.868)
H (-6.394, -3.021, 5.403)
H (-5.828, -3.949, 6.789)
H (-6.742, -4.739, 5.486)
H (-3.936, -3.529, 5.184)
H (-4.287, -5.240, 5.365)
H (-3.958, -4.256, 0.979)
H (-5.241, -3.178, 0.367)
H (-5.677, -4.768, 1.044)
C (-12.454, -0.812, 4.574)
C (-11.972, -2.145, 5.115)
O (-11.228, -2.898, 4.142)
S (-9.752, -2.402, 3.774)
C (-9.277, -3.806, 2.826)
O (-8.975, -2.344, 4.974)
O (-9.849, -1.275, 2.900)
H (-11.620, -0.151, 4.345)
H (-13.087, -0.310, 5.307)
H (-13.019, -0.955, 3.652)
H (-11.375, -2.011, 6.019)
H (-12.831, -2.759, 5.383)
H (-9.235, -4.678, 3.474)
H (-8.292, -3.595, 2.411)
H (-9.997, -3.949, 2.024)

=====

Record 5
The following is a quantum chemistry calculation of C26H42BrNOP2V as an isolated structure at a distorted geometry, from OMol25.

The calculation puts the energy relative to the best compared isomer or geometry (same formula, charge and spin) at 0.000 eV. The total energy comes out at -5345.86826 hartree. As for the multiplicity: 4. The HOMO energy (alpha / beta) comes out at -14.00 / -14.05 eV. The charge is +2.

Atoms and positions in Å:
C (-0.293, 1.211, -5.035)
C (0.770, 1.376, -4.116)
C (1.728, 2.389, -4.374)
C (1.318, 3.441, -5.200)
N (0.156, 3.416, -5.859)
C (-0.602, 2.320, -5.834)
C (0.837, 0.618, -2.938)
C (0.818, -0.130, -1.915)
C (1.444, -1.328, -1.407)
C (1.324, -1.668, -0.020)
C (1.567, -2.975, 0.527)
C (2.489, -3.664, -0.233)
C (2.827, -3.350, -1.566)
C (2.267, -2.191, -2.167)
V (-0.365, -1.171, 0.976)
P (-0.911, 1.193, 0.081)
H (2.685, 2.410, -3.904)
H (-0.881, 0.321, -5.083)
H (1.926, 4.341, -5.270)
H (-1.525, 2.321, -6.418)
H (2.459, -1.947, -3.222)
H (1.468, -0.776, 0.829)
H (3.513, -3.992, -2.125)
H (1.313, -3.255, 1.566)
C (-1.800, 1.864, 1.582)
C (-2.257, 3.326, 1.573)
H (-1.125, 1.674, 2.437)
H (-2.663, 1.193, 1.738)
H (-2.713, 3.535, 2.557)
H (-1.415, 4.027, 1.423)
H (-3.031, 3.488, 0.805)
C (0.179, 2.531, -0.623)
C (-0.406, 3.529, -1.633)
H (0.993, 1.956, -1.095)
H (0.642, 3.072, 0.216)
H (0.401, 4.228, -1.913)
H (-0.751, 3.023, -2.550)
H (-1.222, 4.117, -1.182)
C (-2.155, 0.829, -1.227)
C (-3.289, 1.846, -1.360)
H (-2.566, -0.177, -1.014)
H (-1.571, 0.699, -2.150)
H (-3.959, 1.476, -2.149)
H (-3.857, 1.936, -0.421)
H (-2.914, 2.829, -1.675)
Br (3.372, -5.065, 0.830)
P (1.965, 0.620, 1.939)
C (1.890, 2.385, 2.338)
C (2.586, 2.828, 3.617)
H (0.828, 2.663, 2.387)
H (2.280, 2.951, 1.482)
H (2.369, 3.898, 3.743)
H (2.210, 2.287, 4.494)
H (3.674, 2.716, 3.548)
C (2.215, -0.328, 3.462)
C (3.623, -0.446, 4.021)
H (1.819, -1.343, 3.307)
H (1.536, 0.144, 4.185)
H (3.548, -1.063, 4.927)
H (4.310, -0.960, 3.333)
H (4.047, 0.519, 4.330)
C (3.481, 0.437, 0.906)
C (4.693, 1.260, 1.312)
H (3.210, 0.684, -0.132)
H (3.741, -0.627, 0.866)
H (5.513, 1.008, 0.626)
H (4.505, 2.338, 1.227)
H (5.040, 1.025, 2.326)
C (-2.478, -2.728, 0.473)
O (-2.193, -1.683, 1.417)
H (-2.522, -3.694, 0.989)
H (-1.675, -2.753, -0.291)
H (-3.421, -2.526, -0.059)
H (-2.733, -1.533, 2.207)